The following is a DFT calculation (the ωB97M-V functional and the def2-TZVPD basis) of a cluster of 22 separate species, C82H218N14O32 in total at a distorted geometry.

```
346
Properties=species:S:1:pos:R:3:forces:R:3
C -5.320597 -2.948662 -6.619887 -1.0 -1.4 1.0
O -6.279084 -3.567381 -6.132121 0.6 0.2 -0.3
N -4.206094 -3.514276 -7.083931 0.2 -2.1 -0.1
N -5.206945 -1.643798 -6.643516 -0.4 2.9 -0.1
H -4.281926 -4.519890 -7.028399 0.8 0.1 -0.6
H -3.515596 -2.993102 -7.605177 0.3 -0.6 0.1
H -4.565740 -1.307769 -7.347823 -0.3 0.7 0.4
H -6.000621 -1.092310 -6.350178 0.2 0.3 -0.5
C -0.781394 -2.129915 -6.088450 -1.5 -1.7 -3.6
O -0.966366 -2.485577 -7.251449 -0.3 0.2 -0.8
N -1.701493 -2.099135 -5.189265 -4.3 -0.2 3.9
N 0.360624 -1.774767 -5.639305 5.2 1.4 1.1
H -1.473889 -2.094007 -4.205256 0.3 0.4 0.1
H -2.658594 -2.389842 -5.329103 0.3 -0.2 -0.7
H 1.083786 -1.647629 -6.332836 0.1 -0.2 0.4
H 0.506720 -1.561834 -4.662875 0.1 0.2 -0.3
C -0.491414 -2.569894 5.788766 0.1 -1.1 -0.8
C -0.297014 -4.111126 5.551971 -0.9 1.2 1.7
O -1.451925 -4.742815 6.194360 0.8 0.3 -0.7
H -1.483337 -2.256249 5.463491 -0.1 -0.2 -0.1
H 0.217654 -1.988270 5.199664 0.1 0.0 0.1
H -0.414505 -2.324079 6.847898 0.2 -0.2 0.0
H 0.602948 -4.402913 6.093284 0.2 -0.1 -0.1
H -0.178297 -4.420126 4.513455 -0.3 0.2 -0.1
H -1.155503 -5.563510 6.594594 0.0 -0.1 0.0
C -4.054202 -5.653490 3.026454 -0.1 0.8 0.4
C -4.620275 -4.759068 1.931528 1.0 -0.4 -0.1
O -4.488690 -5.358581 0.676238 -0.2 -1.0 -0.8
H -4.540189 -6.616371 3.183870 -0.3 0.2 -0.2
H -4.166719 -5.023589 3.908883 0.0 -0.4 0.5
H -2.985458 -5.853163 2.948972 0.0 0.1 -0.4
H -4.009342 -3.861808 1.832610 -0.1 0.5 0.8
H -5.655937 -4.483015 2.129744 -0.1 0.0 0.2
H -4.419947 -4.640245 0.043087 0.0 0.2 -0.3
C 0.207314 1.736003 -4.785094 0.3 -1.1 1.1
C 1.524890 1.200399 -4.146244 -0.2 0.1 -2.4
O 2.548754 1.275296 -5.194184 0.4 0.7 1.1
H -0.516442 1.876309 -3.982238 -0.3 0.0 0.0
H -0.150712 0.947836 -5.447443 -0.3 0.1 -0.1
H 0.256095 2.652821 -5.372605 0.6 0.0 0.2
H 1.510139 0.132446 -3.928655 -0.7 0.1 0.6
H 1.800626 1.721227 -3.229290 0.5 0.3 -0.4
H 2.415686 0.545884 -5.803977 -0.2 0.0 0.1
C -0.078203 -3.917700 -1.675587 2.0 0.9 0.3
C 0.622815 -2.538685 -1.996739 -0.9 -1.3 0.5
O -0.393926 -1.588778 -2.061743 0.2 0.9 -2.6
H -0.509276 -4.270462 -2.612515 -0.6 0.0 0.4
H -0.719096 -3.760593 -0.808009 -0.7 -0.1 -0.4
H 0.618129 -4.678552 -1.323004 0.3 -0.1 -0.3
H 1.103911 -2.642247 -2.969322 0.2 0.3 0.1
H 1.342347 -2.158928 -1.271375 0.5 -0.7 0.2
H -0.905027 -1.550208 -1.250018 -0.6 0.2 1.1
C 0.672455 3.694238 3.152494 -0.6 0.7 -0.1
C 0.157590 5.104542 2.990244 -1.7 -0.7 0.1
O 1.142492 5.907426 2.455494 1.5 1.0 -0.4
H 1.112919 3.745719 4.148211 1.0 -0.8 -0.4
H 1.266290 3.542036 2.251223 0.6 -0.6 0.6
H -0.140383 2.969197 3.193877 -0.1 0.0 -0.1
H -0.127122 5.418026 3.994614 -0.4 0.5 0.0
H -0.689642 5.157309 2.306488 -0.4 -0.3 0.3
H 0.712525 6.674812 2.070987 0.2 0.1 0.0
C 0.993480 0.724121 6.505963 -0.4 -0.2 0.7
C 1.623494 1.394430 7.683337 0.2 0.8 1.0
O 1.365275 0.658058 8.893074 -0.4 0.0 -0.3
H -0.046092 0.532727 6.771963 0.0 -0.6 0.2
H 1.568594 -0.196481 6.406848 -0.5 -0.1 -0.8
H 0.853734 1.351965 5.625966 0.9 -0.1 -0.2
H 1.215436 2.397911 7.804226 0.1 0.3 0.0
H 2.711521 1.452905 7.653467 0.1 0.3 -0.7
H 1.549730 1.282359 9.598653 0.0 -0.2 0.2
C -7.698797 1.354080 -4.184245 -0.4 0.8 0.0
C -7.802261 0.078462 -4.977162 -0.1 -0.2 -0.5
O -7.587696 0.412332 -6.349887 0.3 0.3 -0.4
H -7.774584 1.244158 -3.102451 0.3 -0.3 0.0
H -8.489661 2.056466 -4.447469 -0.4 -0.3 -0.2
H -6.825805 1.943890 -4.463738 0.5 -0.4 0.2
H -8.769652 -0.418558 -4.904785 -0.1 0.1 0.4
H -7.042289 -0.660374 -4.722866 0.0 0.0 0.6
H -8.033339 -0.218381 -6.920155 -0.2 -0.1 0.0
C -5.012634 -4.313755 -2.871687 0.9 -0.1 0.7
C -3.679200 -3.775332 -2.343984 -0.5 -0.5 1.1
O -3.944997 -3.091165 -1.087077 0.6 -0.7 -0.8
H -5.439224 -4.876137 -2.041120 0.0 -0.4 -0.2
H -4.813862 -4.967833 -3.720676 -0.5 0.1 -0.1
H -5.746579 -3.529651 -3.057696 0.2 0.1 -0.5
H -3.126355 -3.166085 -3.059023 -0.1 0.5 0.1
H -2.978372 -4.553583 -2.041850 -0.2 -0.4 -0.4
H -4.053265 -2.184762 -1.384233 -0.6 0.9 0.2
C -0.529776 3.718210 -0.168475 3.0 0.0 1.3
C -1.154560 4.541414 -1.193030 -1.1 0.4 0.6
O -2.154290 3.768819 -1.705690 -2.2 -1.7 -2.7
H 0.287124 4.331067 0.212535 0.2 0.0 0.8
H 0.029220 2.908821 -0.638083 -0.3 -0.4 -0.1
H -1.121880 3.326840 0.658780 -0.3 0.2 -0.2
H -0.435728 4.786313 -1.974968 -0.1 0.5 0.1
H -1.749053 5.353977 -0.775404 1.2 1.2 0.2
H -2.904970 3.837249 -1.111216 -0.2 -0.5 0.0
C -11.012866 -3.197939 -4.331138 1.4 0.2 0.7
C -9.677622 -3.233101 -5.142569 -1.3 -0.7 -0.3
O -8.501651 -3.317918 -4.370433 -0.8 0.5 0.7
H -11.234040 -4.111166 -3.778676 0.1 -0.3 -0.4
H -11.895366 -2.869641 -4.880245 0.3 -0.2 -0.3
H -10.850324 -2.478035 -3.528993 -0.1 0.4 0.0
H -9.670646 -2.353690 -5.786547 0.1 0.4 -0.1
H -9.648680 -4.093559 -5.811047 -0.4 -0.1 -0.3
H -7.807522 -3.351749 -5.032727 0.8 -0.2 -0.1
C 5.864423 -1.285520 5.781411 0.3 -1.3 -0.5
O 5.344084 -1.970903 6.910250 0.8 0.3 -0.4
C 3.997134 -1.711927 7.064439 -1.1 1.5 -0.3
C 3.350485 -2.754732 7.869866 0.6 -1.7 1.5
N 4.105310 -3.001622 9.108196 -1.4 0.2 1.8
C 3.906252 -1.917168 10.100052 0.8 -0.2 -0.7
C 4.652430 -2.136603 11.410099 -0.2 -0.6 -0.9
O 5.983402 -2.499829 11.092740 1.4 -0.2 2.1
C 6.862465 -2.719498 12.272201 -0.3 -0.2 -1.1
H 6.952443 -1.341682 5.815534 -0.1 0.0 0.1
H 5.571851 -0.253490 5.588039 -0.4 0.2 0.7
H 5.499024 -1.884007 4.946900 0.3 0.3 -0.6
H 3.406588 -1.594907 6.155783 0.3 -0.2 -0.9
H 3.928531 -0.723382 7.518505 -0.4 0.3 0.4
H 3.286560 -3.722306 7.372062 0.4 0.0 -0.5
H 2.294029 -2.594002 8.084702 0.1 0.7 0.3
H 5.106360 -3.084624 9.002769 0.0 -0.1 -0.6
H 2.853669 -1.758527 10.334584 -0.1 -0.1 -0.2
H 4.308897 -1.007434 9.654674 -0.1 0.6 0.1
H 4.154784 -2.955712 11.929239 0.0 0.0 0.4
H 4.598211 -1.196588 11.959209 0.1 0.0 0.4
H 7.799066 -3.129923 11.894780 0.0 0.4 -0.3
H 6.563440 -3.468602 13.005368 -1.0 -0.2 -0.3
H 7.066262 -1.831802 12.870993 -0.2 0.4 -0.4
C 6.929305 -2.315410 0.647440 -1.5 -2.1 -2.0
O 6.594955 -1.218219 1.342272 0.2 2.8 1.8
C 7.686537 -0.571286 1.999489 -0.8 1.0 1.3
C 7.171752 0.762086 2.742600 0.9 -1.8 -1.3
N 6.618216 1.639334 1.702682 1.5 -2.6 0.5
C 5.931819 2.770476 2.199846 -1.4 -0.2 -0.2
C 4.443647 2.452703 2.624857 0.1 1.2 1.7
O 4.199821 1.798107 3.899029 0.8 -0.7 0.5
C 4.228135 2.566846 5.133081 -0.1 -0.5 -1.4
H 7.496983 -2.087937 -0.254833 0.6 -0.2 0.1
H 5.962241 -2.672369 0.293239 -0.2 -0.1 -0.6
H 7.211866 -3.226071 1.175606 1.1 0.3 0.6
H 8.502536 -0.276603 1.339625 -0.2 0.0 -0.5
H 8.094846 -1.302544 2.697087 0.1 0.1 0.4
H 8.066877 1.183477 3.200097 0.0 0.3 0.1
H 6.450799 0.506411 3.519103 -0.1 -0.1 0.1
H 6.017229 0.977316 1.232952 -0.6 0.5 -0.7
H 5.934622 3.399319 1.309531 -0.6 0.9 0.4
H 6.585059 3.202161 2.958155 -0.5 0.4 0.2
H 3.966680 1.819347 1.876880 0.2 0.0 -0.1
H 3.843562 3.352747 2.758706 0.1 0.6 -0.8
H 3.284357 3.101443 5.240791 0.0 0.3 -0.1
H 5.083239 3.241687 5.171573 0.0 0.1 0.0
H 4.285887 1.866639 5.966434 0.1 -0.2 -0.2
C -4.482918 -0.285367 -3.227002 0.3 0.5 -0.1
O -4.198796 -0.625171 -1.895271 0.7 -0.1 1.3
C -3.249046 0.304939 -1.298662 -0.5 0.4 0.2
C -2.728462 -0.029743 0.087772 -0.4 -0.4 -0.7
N -1.953578 -1.231685 0.044070 1.9 -0.4 1.9
C -1.273447 -1.445898 1.371950 -0.7 -0.6 1.0
C 0.010929 -0.696316 1.703286 0.8 0.0 -2.0
O 0.497989 -0.773447 3.033478 -0.1 0.2 -0.3
C 1.887641 -0.371940 3.131450 -0.5 -0.2 -0.7
H -5.244291 -0.922673 -3.676722 -0.1 -0.1 0.5
H -3.581800 -0.391971 -3.830923 0.1 0.3 -0.2
H -4.826120 0.748804 -3.198611 -0.1 0.2 -0.6
H -3.755323 1.260100 -1.159208 0.0 0.3 -0.5
H -2.366899 0.393755 -1.932725 -0.1 0.1 -0.3
H -3.494300 -0.168288 0.850922 -0.5 0.5 0.1
H -2.057736 0.781682 0.370278 -0.3 0.3 0.0
H -2.591491 -2.003788 -0.086468 0.0 -0.5 0.0
H -1.062927 -2.512451 1.450927 -0.1 -0.1 0.1
H -1.922431 -1.162929 2.200718 -0.7 -0.3 0.1
H -0.105652 0.320780 1.329085 0.1 0.6 0.4
H 0.722785 -1.153758 1.016177 0.7 0.1 -0.1
H 2.108273 0.599471 2.688990 -0.6 0.5 0.3
H 2.511829 -1.016024 2.512053 0.1 -0.6 0.2
H 2.193108 -0.366939 4.177769 -0.2 -0.2 -0.2
C -0.661629 -7.755910 -1.968533 -1.6 -0.1 1.0
O 0.565598 -7.806461 -2.574824 1.0 0.3 -1.4
C 0.556021 -7.532197 -3.980428 -1.1 -1.0 0.6
C 1.908165 -7.287587 -4.467679 2.2 0.2 0.4
N 2.688315 -6.213215 -3.833699 -0.6 0.5 -2.3
C 2.308223 -4.890570 -4.417796 1.3 0.6 1.4
C 3.463585 -3.907349 -4.049557 -0.7 0.2 0.1
O 3.372387 -3.626310 -2.679359 -0.8 -0.6 0.2
C 4.506203 -3.098317 -2.090533 0.2 -0.2 0.8
H -0.874114 -6.760132 -1.579471 0.2 0.1 0.6
H -0.705020 -8.540389 -1.213004 0.2 0.4 0.5
H -1.568447 -7.969880 -2.534212 0.2 -0.2 -1.1
H -0.173685 -6.768751 -4.250220 -0.1 0.2 0.1
H 0.340471 -8.475351 -4.482537 -1.0 -0.1 -0.2
H 1.901848 -7.164498 -5.550686 -0.1 0.3 0.0
H 2.444512 -8.228104 -4.341719 0.3 -0.1 0.3
H 2.559081 -6.199670 -2.832096 -0.2 0.0 0.1
H 1.356625 -4.567401 -3.995751 0.0 0.5 0.3
H 2.119685 -4.796101 -5.487204 0.5 -1.0 -0.2
H 3.431328 -2.929986 -4.531031 -0.3 0.1 -0.8
H 4.451670 -4.326131 -4.240352 -0.1 -0.4 -0.4
H 4.295551 -3.226559 -1.028791 0.4 0.4 0.1
H 4.705595 -2.052635 -2.324779 -0.2 0.3 -0.1
H 5.407418 -3.664780 -2.325108 0.2 -0.2 -0.1
C -9.835074 -3.608441 -0.449304 0.4 -0.9 0.0
O -9.127745 -2.565313 0.145625 0.0 2.1 0.8
C -7.857027 -2.210524 -0.408794 0.0 0.2 0.1
C -7.110433 -1.103119 0.396806 -1.6 -1.0 0.7
N -6.592604 -1.569294 1.693811 0.9 0.2 -0.3
C -6.230535 -0.421178 2.529034 0.7 -0.6 0.2
C -5.182768 -0.751572 3.648399 0.1 -0.2 -1.2
O -4.963652 0.352892 4.489454 -0.2 1.0 0.2
C -3.784689 0.351977 5.288622 -0.1 -0.8 -0.2
H -10.037604 -3.513219 -1.516086 0.9 0.0 -0.3
H -10.851520 -3.742469 -0.079206 0.2 0.5 0.8
H -9.245885 -4.472893 -0.143220 -0.4 -0.8 -0.8
H -8.005695 -1.831746 -1.419998 0.0 0.0 -0.3
H -7.229591 -3.099574 -0.472125 0.2 -0.2 0.0
H -7.821721 -0.309881 0.626915 -0.5 0.3 -0.3
H -6.351540 -0.631235 -0.227310 0.4 -0.4 0.0
H -7.169167 -2.281681 2.118301 -0.3 0.3 0.1
H -7.073468 0.181745 2.866743 -0.2 0.0 0.3
H -5.660022 0.177614 1.819056 -0.1 0.6 0.1
H -4.316291 -0.971551 3.024759 0.6 -0.1 0.2
H -5.348606 -1.671369 4.209267 -0.5 -0.1 0.2
H -3.679861 -0.614661 5.781281 0.1 -0.2 0.1
H -3.805390 1.104375 6.077022 -0.6 0.1 -0.2
H -2.876066 0.526418 4.712350 0.1 0.0 -0.4
C 1.493292 7.003009 -6.800298 -0.2 -0.4 0.7
O 0.154875 6.750260 -6.327936 1.5 0.1 0.0
C -0.698857 6.270811 -7.346523 -1.2 0.3 0.8
C -1.966360 5.757799 -6.625179 0.3 -1.2 -0.1
N -1.637953 4.528595 -5.879281 -0.2 -0.1 0.6
C -2.627605 4.103334 -4.854895 0.5 -0.7 -1.0
C -4.053970 3.938979 -5.425290 0.6 0.3 0.2
O -4.203176 3.268986 -6.673878 -0.1 1.2 0.0
C -3.732898 1.950822 -6.716493 -0.1 0.2 0.6
H 2.108022 7.292722 -5.948086 -0.3 0.3 0.1
H 1.578201 7.757250 -7.582613 -0.4 0.2 0.0
H 1.989169 6.104334 -7.167168 -0.3 -0.4 -0.3
H -0.190648 5.488320 -7.910022 -0.2 -0.1 -0.2
H -0.975476 7.139577 -7.943877 0.0 -0.2 -0.6
H -2.776551 5.406518 -7.264160 0.2 0.4 -0.7
H -2.413462 6.561005 -6.039457 0.3 0.3 0.5
H -0.814979 4.676101 -5.312669 0.5 0.3 -0.3
H -2.514367 4.745875 -3.981734 -1.0 0.4 0.1
H -2.290655 3.151608 -4.444048 0.1 -0.2 -0.2
H -4.423965 4.958120 -5.537317 -0.5 -0.2 -0.4
H -4.666436 3.417560 -4.689689 -0.1 0.0 0.3
H -2.644220 1.980975 -6.672142 0.1 -0.5 -0.2
H -4.142869 1.470479 -7.604921 0.3 0.2 -0.2
H -4.152210 1.410958 -5.867479 0.2 -0.4 0.3
C 3.236397 0.171409 -0.659868 0.0 0.6 0.9
O 4.275835 1.132791 -0.593587 0.0 0.3 -1.0
C 5.122545 0.991092 -1.760869 -1.4 -1.3 0.9
C 6.039924 2.118052 -1.890620 0.5 1.7 -0.3
N 6.677508 2.127550 -3.213677 0.8 0.3 -0.6
C 5.928167 2.826670 -4.279927 0.3 0.2 -0.4
C 6.599887 2.847375 -5.690807 0.3 -0.3 -0.6
O 7.643368 3.749648 -6.118170 -2.0 0.4 -0.5
C 8.822066 3.796317 -5.432664 0.1 -0.3 1.6
H 2.779797 0.150987 -1.649411 0.2 -0.5 -0.2
H 2.433252 0.476136 0.011093 0.0 0.2 0.2
H 3.616175 -0.774645 -0.274049 -0.1 -0.4 -0.5
H 4.491845 0.900592 -2.645246 -0.1 0.0 -0.2
H 5.661969 0.052327 -1.635013 0.3 -0.2 -0.2
H 6.748780 2.097896 -1.062844 0.5 -0.1 -0.3
H 5.532397 3.074866 -1.768059 -0.6 0.1 0.3
H 7.462862 2.756778 -3.127720 0.6 -0.4 0.3
H 5.740424 3.856216 -3.975179 -0.2 0.4 0.0
H 4.954734 2.364622 -4.444384 0.0 -0.2 0.0
H 5.839347 3.092934 -6.432011 -0.3 0.0 0.3
H 6.961873 1.861538 -5.982651 -0.1 -0.5 0.5
H 8.627533 4.222468 -4.448471 0.3 0.6 0.3
H 9.527121 4.425876 -5.975482 0.1 -0.3 0.0
H 9.165164 2.792499 -5.182175 0.7 -0.3 -0.5
C -2.867238 6.602046 3.019731 0.3 -0.4 1.0
O -3.170983 5.428795 2.268838 0.1 0.8 -0.6
C -4.157125 4.568224 2.768127 -0.2 -1.9 1.0
C -4.128529 3.211680 2.015012 1.6 0.6 0.3
N -4.088898 3.458393 0.578104 -1.9 -1.0 0.2
C -5.503351 3.472627 0.182273 -0.7 1.1 -3.2
C -5.766766 3.950152 -1.346118 0.8 1.1 1.8
O -5.297993 5.362974 -1.392573 -0.5 -1.5 0.4
C -5.342423 6.019375 -2.650261 0.4 -0.2 0.2
H -1.934032 7.072914 2.710668 -0.1 -0.3 -0.7
H -2.637059 6.311060 4.044644 -0.2 -0.1 0.3
H -3.615296 7.393274 3.069467 -0.5 -0.3 -0.4
H -5.190073 4.916244 2.771212 0.1 0.8 -0.3
H -3.947049 4.243702 3.787270 0.2 0.5 0.5
H -4.936262 2.564782 2.357332 -0.2 0.2 -0.2
H -3.214899 2.663699 2.245455 0.2 0.1 0.4
H -3.634644 4.359984 0.548199 -0.4 0.6 -0.6
H -6.189508 4.075475 0.777147 0.4 0.8 0.3
H -6.000673 2.510423 0.304490 0.7 -0.6 -0.2
H -6.833930 3.853312 -1.545787 -0.3 0.5 0.1
H -5.315267 3.326070 -2.117335 0.7 0.0 0.1
H -6.322425 5.904699 -3.113445 0.1 -0.1 -0.3
H -4.497185 5.703043 -3.261486 -0.3 -0.5 -0.4
H -5.125578 7.081135 -2.533045 -0.4 0.1 0.6
C 4.504670 9.221601 2.754308 -1.0 -0.2 -0.1
O 5.635912 8.512708 2.331690 0.0 -1.4 -1.5
C 5.492686 7.793428 1.025928 1.0 0.6 0.4
C 4.472863 6.650310 0.919845 -0.2 1.2 0.2
N 4.325887 6.086197 -0.439673 0.5 0.4 0.9
C 3.484700 4.892450 -0.381517 0.8 0.8 -0.2
C 2.879432 4.670732 -1.753788 0.0 -1.2 0.0
O 2.087135 5.732163 -2.228944 -0.1 -0.3 -0.1
C 1.636614 5.532165 -3.585778 -1.1 0.7 1.7
H 4.750108 9.960271 3.517356 0.4 0.0 -0.2
H 3.735579 8.593205 3.203437 0.0 -0.5 0.2
H 3.958419 9.702635 1.942933 0.3 0.4 -0.4
H 6.466949 7.363031 0.794239 0.2 -0.1 0.6
H 5.440424 8.554580 0.247461 -0.8 0.2 -0.1
H 3.512984 7.036158 1.263138 -0.3 -0.1 0.2
H 4.787088 5.906373 1.651911 -0.1 -0.4 -0.2
H 3.824553 6.742075 -1.021551 0.1 0.4 0.0
H 2.770898 4.985044 0.437024 -0.7 0.0 -0.2
H 4.147135 4.084395 -0.071157 -0.2 -0.5 -0.4
H 2.300783 3.750520 -1.673212 -0.5 -0.3 -0.1
H 3.627881 4.456615 -2.516730 0.6 0.0 0.1
H 2.449088 5.590023 -4.310100 -0.2 0.1 0.0
H 0.844564 6.280347 -3.617095 0.5 0.6 -1.0
H 1.003127 4.653856 -3.709721 0.6 -0.9 0.1
C 0.027208 -5.811010 1.735059 -0.7 -0.7 0.1
O 1.367782 -5.578418 1.456620 0.8 0.0 0.2
C 1.824320 -4.216106 1.532530 0.4 -1.4 -0.1
C 3.391554 -4.286225 1.581041 -0.2 -0.2 -1.0
N 4.131707 -5.033708 2.615972 -0.9 1.5 -1.0
C 4.011921 -4.440453 3.943762 0.1 -0.9 -1.2
C 4.557204 -5.402762 4.943001 0.8 0.1 1.4
O 5.969703 -5.448887 4.953012 0.4 2.3 -0.7
C 6.586139 -6.518340 5.602327 -1.7 -0.5 -0.2
H -0.191705 -5.816744 2.802835 0.0 0.5 0.3
H -0.244933 -6.823605 1.437248 0.4 -0.1 -0.3
H -0.675349 -5.179966 1.190718 0.0 0.5 0.0
H 1.331803 -3.677647 2.342210 0.1 0.1 0.3
H 1.497082 -3.803209 0.578310 0.3 0.8 0.0
H 3.789234 -3.286460 1.406584 0.1 0.4 0.8
H 3.666802 -4.720683 0.620005 -0.1 -0.5 -0.1
H 3.816917 -5.992698 2.579201 -0.1 -0.1 0.3
H 2.972638 -4.242332 4.205921 -0.4 0.1 0.2
H 4.533169 -3.483184 3.949088 0.2 -0.1 0.1
H 4.185905 -6.419319 4.813206 -0.4 -0.1 -0.2
H 4.202535 -5.001848 5.892518 0.0 -0.4 0.6
H 6.007710 -6.729242 6.501800 0.2 -0.3 0.4
H 7.625354 -6.331451 5.872877 -0.1 0.2 -0.4
H 6.410946 -7.314535 4.878822 0.8 -0.9 0.4
```
Positions in Å, forces in eV/Å.

Output
2S+1: 1
HOMO level in eV: -8.28
Charge: 0
Kohn-Sham gap in eV: 8.504
Energy above the lowest of the compared OMol25 structures with the same formula, charge and spin in kJ/mol: 0.0